Record 1
Formula: C6H13NO
Source: the Open Molecules 2025 dataset
Level of theory: the ωB97M-V functional and the def2-TZVPD basis

```
21
Properties=species:S:1:pos:R:3:nbo_charge:R:1
C -1.25644 -1.94227 1.96603 -0.645
C -1.03842 -1.19836 0.75301 -0.328
C -0.42044 -0.00288 0.61147 0.154
N 0.32857 0.55188 1.63560 -0.812
C -0.47982 0.78282 -0.69394 -0.253
C 0.60633 1.46844 -1.08254 -0.148
C 0.64226 2.17270 -2.38014 -0.652
H -1.67625 -1.27026 2.67770 0.213
H -0.17021 -2.14703 2.40733 0.192
H -1.77146 -2.96647 1.93214 0.238
H -1.46309 -1.61555 -0.18133 0.205
H 0.35092 1.50292 1.67429 0.376
H 0.33180 0.12529 2.51985 0.380
H -1.35901 0.78061 -1.27989 0.214
H 1.55445 1.50827 -0.44575 0.219
H 0.97960 1.52533 -3.11768 0.222
H 1.35717 3.05110 -2.29140 0.212
H -0.29210 2.65318 -2.66918 0.217
O 1.60072 -1.81887 -0.66383 -0.937
H 1.16858 -1.49339 -1.40851 0.459
H 1.00683 -1.66744 0.03676 0.472
```

Calculated values
electronic energy	-9968.727	eV
SMILES string	C/C=C(N)/C=C/C.O
ΔE to the lowest compared entry with this formula, charge and spin	2.4474	eV
maximum force	4.23	eV Å⁻¹

***

Record 2
Formula: C6H13NO
Source: the Open Molecules 2025 dataset
Level of theory: the ωB97M-V functional and the def2-TZVPD basis

```
21
Properties=species:S:1:pos:R:3:nbo_charge:R:1
C -2.89234 0.74835 0.05346 -0.403
N -1.66615 1.57771 -0.06000 -0.704
C -0.44762 0.98711 -0.34948 -0.051
C 0.51116 0.78397 0.60757 -0.148
C 2.02219 0.94787 0.34231 -0.446
C 1.99305 -0.41983 0.37447 -0.082
C 2.53774 -1.22096 -0.77665 -0.672
H -2.81041 0.03706 0.86693 0.171
H -3.79802 1.34638 0.23603 0.204
H -3.11005 0.18770 -0.85647 0.185
H -1.89521 2.53731 0.09852 0.397
H -0.07738 1.04810 -1.39237 0.180
H 0.16643 0.92501 1.63343 0.199
H 2.14921 1.96694 0.64937 0.285
H 1.62995 -1.15066 1.09445 0.217
H 1.85119 -2.02713 -1.08941 0.235
H 3.50125 -1.72014 -0.56117 0.223
H 2.80595 -0.70406 -1.68895 0.219
H -1.33427 -2.33012 0.70253 0.463
H -0.54697 -1.27449 0.01746 0.477
O -0.58969 -2.24611 0.09798 -0.951
```

Calculated values
electronic energy	-9964.276	eV
ΔE to the lowest compared entry with this formula, charge and spin	6.8979	eV
maximum force	3.39	eV Å⁻¹

***

Record 3
Formula: C6H13NO
Source: the Open Molecules 2025 dataset
Level of theory: the ωB97M-V functional and the def2-TZVPD basis

```
21
Properties=species:S:1:pos:R:3:nbo_charge:R:1
C 0.79660 1.16500 -1.01772 -0.017
C 1.12525 2.60393 -1.18150 -0.724
C -0.54103 0.82310 -0.95767 0.466
N -0.96305 -0.33834 -0.38656 -0.629
C -0.06491 -1.40516 -0.05113 -0.234
C 0.39559 -1.29395 1.38545 -0.409
C -0.88592 -1.32478 2.27356 -0.610
O -1.50894 1.58260 -1.26033 -0.660
H 1.57957 0.47409 -0.94992 0.214
H -0.19404 -0.33532 -2.51310 0.025
H 1.14555 3.24552 -0.24155 0.262
H 2.01487 2.89445 -1.75605 0.234
H 0.33819 2.95604 -1.90106 0.275
H -1.70297 -0.67078 -1.04414 0.394
H -0.58639 -2.33075 -0.21170 0.201
H 0.74346 -1.50611 -0.85378 0.176
H 1.07296 -2.04508 1.76108 0.214
H 0.92923 -0.35411 1.38669 0.191
H -1.40523 -2.18293 2.06181 0.195
H -1.71841 -0.49316 2.15837 0.230
H -0.57037 -1.46425 3.29924 0.206
```

Calculated values
electronic energy	-9964.538	eV
ΔE to the lowest compared entry with this formula, charge and spin	6.6359	eV
maximum force	5.62	eV Å⁻¹